<a>
Computed, not measured: a molecular structure, C3H9NO2S2, with ωB97M-V/def2-TZVPD.

The value obtained for the HOMO-LUMO gap is 0.360 Ha. The LUMO energy comes out at 0.0183 hartree.

Structure (ORCA input):
```
! RIJCOSX wB97M-V def2-TZVPD def2/J DEFGRID3
* xyz 0 1
C -1.55367 -0.53778 0.03303
C -0.50545 1.68750 -0.81590
C -0.22432 0.16385 -0.52269
N 1.13195 -1.50058 1.10256
O 0.58414 0.75356 1.92035
O 2.36184 0.51548 0.15815
S 0.38307 -0.78049 -1.84998
S 1.11218 0.11374 0.72901
H -1.35926 -1.53044 -0.23120
H -2.55589 -0.12944 -0.35546
H -1.67551 -0.26760 1.11401
H 0.04475 1.92440 -1.67291
H -1.62172 1.70495 -0.98237
H -0.16757 2.41144 -0.03564
H 0.33674 -1.68645 1.66813
H 2.02777 -2.02230 1.14260
H 1.68095 -0.81984 -1.40170
*
```

Löwdin population analysis, charges in e, atoms 1 to 5: number 1, C, carries -0.118; number 2, C, carries -0.093; number 3, C, carries -0.936; number 4, N, carries -0.078; number 5, O, carries -0.317

<b>
Computed, not measured: 2 unconnected molecules or ions with the total composition C3H9NO2S2, with ωB97M-V/def2-TZVPD.

The value obtained for the HOMO-LUMO gap is 0.355 Ha. Its SMILES is C=C(C)S(N)(=O)=O.S. The LUMO energy comes out at 0.0169 hartree.

Structure (ORCA input):
```
! RIJCOSX wB97M-V def2-TZVPD def2/J DEFGRID3
* xyz 0 1
C 1.23958 -0.20820 -1.46675
C 0.84468 -0.16058 -0.23704
C 1.23624 0.77033 0.78328
S -0.64169 -1.26597 0.03625
N -0.67242 -1.58305 1.65495
O -0.49113 -2.55785 -0.50377
O -1.73710 -0.48417 -0.41796
H 1.92364 0.55054 -1.86034
H 0.70320 -0.87124 -2.18389
H 0.44097 1.36620 1.02948
H 1.89049 1.48587 0.30505
H 1.61616 0.25792 1.70251
H -1.40955 -1.18367 2.23136
H -0.08104 -2.36110 1.85832
S -1.30987 2.36808 -1.42301
H -1.17731 1.12130 -0.90015
H -2.37484 2.75558 -0.60829
*
```

Löwdin population analysis, charges in e, atoms 1 to 5: number 1, C, carries 0.015; number 2, C, carries -0.449; number 3, C, carries -0.097; number 4, S, carries 0.573; number 5, N, carries -0.062

Decreasing stability: <a>, <b>

<a>
Computed, not measured: C21H26N2O5S in the gas phase, with ωB97M-V/def2-TZVPD.

The value obtained for the HOMO-LUMO gap is 0.325 Ha. Its SMILES is CC(C)c1ccc(S(=O)(=O)N2CCN(CC(=O)c3ccc(O)c(O)c3)CC2)cc1. The LUMO energy comes out at 0.0161 hartree.

Structure (ORCA input):
```
! RIJCOSX wB97M-V def2-TZVPD def2/J DEFGRID3
* xyz 0 1
C -6.80024 -1.78323 0.28793
C -6.07963 -0.56766 0.87502
C -6.72390 0.73346 0.39111
C -4.61149 -0.59671 0.52874
C -3.65376 -0.65335 1.53520
C -2.30324 -0.68202 1.22960
C -1.91080 -0.65354 -0.09301
S -0.17935 -0.67100 -0.52795
O 0.04363 -1.62130 -1.57858
O 0.60191 -0.80733 0.67246
N -0.05582 0.85947 -1.22926
C -0.02386 1.94862 -0.27669
C 1.35269 2.10698 0.37006
N 2.37009 2.23251 -0.66557
C 3.66957 2.59474 -0.11729
C 4.07066 1.75816 1.10015
O 4.03261 2.24086 2.21238
C 4.38410 0.33129 0.88094
C 3.96794 -0.58304 1.84709
C 4.18315 -1.93532 1.68194
C 4.84904 -2.40398 0.55848
O 5.07378 -3.72533 0.39578
C 5.30188 -1.48424 -0.40255
O 5.97815 -2.00803 -1.47934
C 5.06389 -0.13546 -0.24636
C 2.36363 1.06956 -1.53403
C 0.99804 0.97773 -2.21395
C -2.84257 -0.59710 -1.11144
C -4.18845 -0.56917 -0.79829
H -6.33090 -2.70288 0.62930
H -7.84132 -1.78807 0.60230
H -6.77054 -1.76563 -0.79826
H -6.17398 -0.60958 1.96537
H -6.20432 1.59240 0.80965
H -6.68742 0.80452 -0.69275
H -7.76505 0.77305 0.70270
H -3.96684 -0.67726 2.56894
H -1.54676 -0.73327 1.99706
H -0.29448 2.86257 -0.81452
H -0.77685 1.74512 0.48671
H 1.53139 1.23533 1.01570
H 1.37222 3.01084 0.98292
H 4.41244 2.52324 -0.91292
H 3.60566 3.63765 0.21161
H 3.45066 -0.21485 2.71873
H 3.84066 -2.64984 2.41191
H 5.53156 -3.85344 -0.44732
H 6.23381 -1.29795 -2.07707
H 5.43439 0.55462 -0.99226
H 2.53080 0.12703 -0.98814
H 3.14217 1.19242 -2.29074
H 0.80664 1.87652 -2.80711
H 0.94578 0.09284 -2.84798
H -2.49561 -0.58363 -2.13196
H -4.91572 -0.52728 -1.59448
*
```

Löwdin population analysis, charges in e, atoms 1 to 5: number 1, C, carries -0.063; number 2, C, carries -0.390; number 3, C, carries -0.063; number 4, C, carries -0.203; number 5, C, carries -0.011

<b>
Computed, not measured: C21H26N2O5S in the gas phase, with ωB97M-V/def2-TZVPD.

The value obtained for the HOMO-LUMO gap is 0.320 Ha. Its SMILES is CN(C(=O)COC(=O)CNS(=O)(=O)c1ccc2ccccc2c1)C1CCCCC1. The LUMO energy comes out at 0.0059 hartree.

Structure (ORCA input):
```
! RIJCOSX wB97M-V def2-TZVPD def2/J DEFGRID3
* xyz 0 1
C 0.13221 -0.22508 2.45874
N 0.31643 0.68665 1.35434
C -0.65871 1.46470 0.85121
O -0.46764 2.28289 -0.03048
C -2.06119 1.31532 1.44694
O -2.53323 -0.02723 1.36218
C -3.05173 -0.57372 2.45615
O -3.10818 -0.03435 3.53042
C -3.56522 -1.97535 2.19226
N -3.10466 -2.48405 0.92151
S -3.90696 -1.85106 -0.44388
O -4.18926 -2.98942 -1.27343
O -5.00234 -1.03496 -0.00617
C -2.67073 -0.86454 -1.26446
C -2.96444 0.46131 -1.59724
C -2.02549 1.21331 -2.24639
C -0.77520 0.65797 -2.59379
C 0.21700 1.41381 -3.25176
C 1.41094 0.84695 -3.60052
C 1.66604 -0.50483 -3.31797
C 0.73201 -1.26152 -2.66720
C -0.50388 -0.70131 -2.27876
C -1.48497 -1.44851 -1.59308
C 1.64419 0.78616 0.75475
C 2.60083 1.59452 1.63533
C 3.93385 1.77447 0.91445
C 4.53922 0.42006 0.55843
C 3.56994 -0.38826 -0.29907
C 2.24318 -0.58055 0.43094
H -0.23293 -1.19722 2.11509
H -0.56881 0.17581 3.18901
H 1.08595 -0.36668 2.96279
H -2.08414 1.64700 2.49250
H -2.72961 1.94796 0.85655
H -4.66318 -1.90472 2.22913
H -3.23233 -2.62234 3.00687
H -3.17402 -3.48995 0.86276
H -3.93154 0.85101 -1.32207
H -2.21993 2.24490 -2.49580
H 0.01490 2.45161 -3.46853
H 2.16652 1.43274 -4.10333
H 2.60663 -0.94208 -3.61956
H 0.92128 -2.30310 -2.44968
H -1.30652 -2.48092 -1.33468
H 1.49475 1.33343 -0.18237
H 2.15556 2.56721 1.85052
H 2.76873 1.07901 2.58386
H 3.77122 2.34996 0.00117
H 4.62269 2.33625 1.54805
H 5.47836 0.56402 0.02134
H 4.76093 -0.13168 1.47509
H 3.38883 0.13759 -1.23833
H 4.00376 -1.36176 -0.53565
H 1.54806 -1.14317 -0.19386
H 2.42283 -1.14827 1.34567
*
```

Löwdin population analysis, charges in e, atoms 1 to 5: number 1, C, carries -0.014; number 2, N, carries -0.038; number 3, C, carries -0.414; number 4, O, carries 0.061; number 5, C, carries -0.034

Decreasing stability: <b>, <a>

<a>
Computed, not measured: 2 unconnected molecules or ions with the total composition CH3F2OP, with ωB97M-V/def2-TZVPD.

The value obtained for the HOMO-LUMO gap (alpha / beta) is 0.304 / 0.296 Ha. The LUMO energy (alpha / beta) comes out at -0.0050 / -0.0004 hartree.

Structure (ORCA input):
```
! RIJCOSX wB97M-V def2-TZVPD def2/J DEFGRID3
* xyz 0 1
C 1.28644 -0.00118 -0.56524
O -1.74167 -0.22546 1.19977
F 1.67881 0.63171 0.57243
F 1.40106 -1.32254 -0.29779
P -1.37061 0.45614 -0.19844
H 1.81348 0.45912 -1.35070
H -1.62424 0.53378 1.85566
H -1.44327 -0.53157 -1.21569
*
```

Löwdin population analysis, charges in e, atoms 1 to 5: number 1, C, carries -0.297; number 2, O, carries -0.449; number 3, F, carries -0.055; number 4, F, carries -0.009; number 5, P, carries 0.796

<b>
Computed, not measured: 2 unconnected molecules or ions with the total composition CH3F2OP, with ωB97M-V/def2-TZVPD.

The value obtained for the HOMO-LUMO gap (alpha / beta) is 0.309 / 0.305 Ha. The LUMO energy (alpha / beta) comes out at -0.0070 / 0.0182 hartree.

Structure (ORCA input):
```
! RIJCOSX wB97M-V def2-TZVPD def2/J DEFGRID3
* xyz 0 1
C 1.04593 1.10274 0.52587
O -1.66812 -1.41045 -0.21139
F 2.06936 1.69157 -0.01045
F 0.16967 2.04624 0.96280
P -0.65903 -0.79277 -1.31246
H 1.20476 0.23990 1.26876
H -2.50887 -1.20597 -0.01971
H 0.34629 -1.67126 -1.20342
*
```

Löwdin population analysis, charges in e, atoms 1 to 5: number 1, C, carries -0.296; number 2, O, carries -0.429; number 3, F, carries 0.068; number 4, F, carries -0.003; number 5, P, carries 0.759

Decreasing stability: <a>, <b>

<a>
Computed, not measured: a molecular structure, C21H30AlNO2P2, with ωB97M-V/def2-TZVPD.

The value obtained for the HOMO-LUMO gap is 0.239 Ha. The LUMO energy comes out at -0.2434 hartree.

Structure (ORCA input):
```
! RIJCOSX wB97M-V def2-TZVPD def2/J DEFGRID3
* xyz 2 1
Al 0.26454 -0.26840 -0.37703
P -0.16417 1.85134 -1.28923
C 1.61247 2.00036 -1.75814
C 2.51894 1.47778 -0.67697
N 2.09644 0.37537 -0.01615
C 2.87968 -0.23236 0.91383
C 4.10436 0.31443 1.25790
C 4.56181 1.44682 0.58834
C 3.76348 2.02209 -0.39742
C 2.34811 -1.50272 1.53653
P 1.02955 -2.26450 0.51262
H 4.07367 2.91421 -0.94457
H 4.69819 -0.17074 2.04530
H 5.53431 1.88153 0.82826
H 3.16054 -2.24075 1.65322
H 1.94794 -1.30151 2.54698
H 1.69788 1.33886 -2.65367
H 1.87296 3.04272 -2.01716
H 0.71477 -1.45958 -3.11433
O 1.13770 -0.54843 -2.96092
H 1.86322 -0.49988 -3.61125
H -0.64497 -2.69300 -2.24228
O 0.05300 -2.84517 -2.91952
H -0.23344 -3.58046 -3.49290
C 2.01067 -3.31283 -0.59099
H 2.64431 -3.97602 0.01858
H 1.35172 -3.90633 -1.23566
H 2.65797 -2.69549 -1.23127
C 0.04358 -3.31278 1.60765
H -0.71033 -3.85555 1.01396
H 0.68132 -4.03872 2.13804
H -0.48987 -2.68972 2.34461
C -0.38522 3.23197 -0.13787
H -0.25004 4.17634 -0.67493
H -1.39426 3.17502 0.28311
H 0.34054 3.16189 0.67758
C -1.12082 2.23879 -2.78068
H -2.17188 1.97327 -2.61179
H -1.05230 3.31460 -2.99081
H -0.74267 1.65658 -3.63079
C -5.20612 0.41954 0.27015
C -4.29441 0.09010 -0.74103
C -2.95530 -0.10974 -0.44064
C -2.44776 0.09155 0.86300
C -1.03836 0.06783 1.14148
C -0.63902 0.32415 2.44408
C -1.56707 0.55376 3.49069
C -2.92292 0.60093 3.23226
C -3.39469 0.40422 1.90899
C -4.76609 0.55331 1.57646
H -6.25952 0.56788 0.02281
H -4.63433 -0.01577 -1.76781
H -2.27706 -0.41866 -1.24032
H 0.42016 0.36369 2.71086
H -1.20986 0.70629 4.51115
H -3.64116 0.80238 4.02998
H -5.47014 0.79949 2.37772
*
```

Löwdin population analysis, charges in e, atoms 1 to 5: number 1, Al, carries 0.304; number 2, P, carries 0.918; number 3, C, carries -0.252; number 4, C, carries -0.269; number 5, N, carries 0.050

<b>
Computed, not measured: a molecular structure, C21H30AlNO2P2, with ωB97M-V/def2-TZVPD.

The value obtained for the HOMO-LUMO gap (alpha / beta) is 0.207 / 0.170 Ha. The LUMO energy (alpha / beta) comes out at -0.2735 / -0.3098 hartree.

Structure (ORCA input):
```
! RIJCOSX wB97M-V def2-TZVPD def2/J DEFGRID3
* xyz 2 1
Al -0.16142 -0.09589 -0.45149
P -0.93315 2.02507 -1.13897
C -0.46098 1.64645 -2.79496
C 0.59876 0.75056 -3.05583
N 0.93561 -0.13497 -2.02862
C 2.07928 -0.84889 -2.08843
C 2.91116 -0.77552 -3.19028
C 2.53895 -0.04494 -4.31479
C 1.36837 0.68769 -4.25086
C 2.53203 -1.64237 -0.87679
P 1.29958 -2.19836 0.36283
H 0.94471 1.18128 -5.12113
H 3.85100 -1.31635 -3.13218
H 3.13573 -0.11504 -5.22309
H 3.02770 -2.55699 -1.25163
H 3.28757 -1.03305 -0.34083
H -3.27203 -2.25261 -1.40186
H -0.81959 2.23593 -3.66182
H -4.42004 -3.81750 2.85816
O -2.36534 -1.97658 -1.33704
H -1.91699 -2.72966 -0.89759
H -0.15796 -1.27491 0.55201
O -3.65567 -4.28168 2.53349
H -3.13448 -3.55895 2.12858
C 0.95493 -3.91291 -0.08152
H 1.88064 -4.51074 -0.08692
H 0.26751 -4.33694 0.66536
H 0.49368 -3.96622 -1.07770
C 2.20151 -2.29618 1.92959
H 1.57212 -2.79756 2.68111
H 3.13420 -2.87632 1.82204
H 2.45540 -1.29020 2.29305
C -0.27813 3.70038 -0.82278
H -1.03668 4.43109 -1.13688
H -0.06844 3.83885 0.24404
H 0.65059 3.83825 -1.39453
C -2.71393 2.12555 -0.83183
H -2.83458 2.28369 0.25315
H -3.14611 2.97795 -1.38253
H -3.21522 1.18715 -1.12028
C -1.64854 2.47701 4.34528
C -2.23307 1.56131 3.45562
C -1.51018 1.04610 2.38707
C -0.18615 1.46544 2.14578
C 0.54572 1.09658 0.96745
C 1.87013 1.47534 0.82367
C 2.48424 2.28042 1.80894
C 1.77973 2.72655 2.90684
C 0.42546 2.36513 3.09497
C -0.33202 2.85913 4.17888
H -2.22474 2.87396 5.17665
H -3.26021 1.24380 3.61114
H -1.96694 0.29991 1.73057
H 2.44169 1.20350 -0.06941
H 3.53106 2.55081 1.66501
H 2.26186 3.35205 3.66280
H 0.14854 3.53877 4.88418
*
```

Löwdin population analysis, charges in e, atoms 1 to 5: number 1, Al, carries 0.297; number 2, P, carries 0.895; number 3, C, carries -0.121; number 4, C, carries -0.257; number 5, N, carries 0.059

Decreasing stability: <a>, <b>

<a>
Computed, not measured: a molecular structure, C6H13P, with ωB97M-V/def2-TZVPD.

The value obtained for the HOMO-LUMO gap is 0.329 Ha. The LUMO energy comes out at 0.0152 hartree.

Structure (ORCA input):
```
! RIJCOSX wB97M-V def2-TZVPD def2/J DEFGRID3
* xyz 0 1
C 2.91028 0.97841 0.51602
C -1.85500 0.13090 0.78411
C -0.87323 0.89813 -1.30462
C 0.11725 -1.99542 -0.11334
C -0.59878 0.62870 0.11824
C 0.72630 -0.74607 0.44723
P 2.16779 -0.11615 -0.53719
H 3.68052 1.42488 0.03100
H 2.44530 1.48520 1.31955
H -1.72681 -0.06750 1.77955
H -2.43919 -0.54101 0.06655
H -2.46609 1.03813 0.70790
H -0.01838 1.51987 -1.78063
H -1.69463 1.50039 -1.41827
H -1.10146 -0.03249 -1.78558
H 0.77666 -2.84126 0.02003
H -0.12030 -1.74245 -1.10929
H -0.96916 -2.31683 0.20522
H -0.12651 1.55973 0.51898
H 1.16545 -0.76516 1.53454
*
```

Löwdin population analysis, charges in e, atoms 1 to 5: number 1, C, carries -0.336; number 2, C, carries -0.111; number 3, C, carries -0.144; number 4, C, carries -0.206; number 5, C, carries -0.372

<b>
Computed, not measured: a molecular structure, C6H13P, with ωB97M-V/def2-TZVPD.

The value obtained for the HOMO-LUMO gap is 0.279 Ha. The LUMO energy comes out at 0.0277 hartree.

Structure (ORCA input):
```
! RIJCOSX wB97M-V def2-TZVPD def2/J DEFGRID3
* xyz 0 1
C 1.17422 0.78002 -0.07479
C -0.32497 1.95095 -0.66154
C -1.01348 0.72266 -1.24997
C 1.92154 1.23258 1.16714
C 0.66908 -1.88018 -1.09060
C -1.36327 -1.14249 1.03353
P -0.09031 -0.42535 -0.16922
H -0.70080 2.24711 0.22265
H -0.10280 2.81983 -1.33505
H -2.05628 0.82923 -1.18144
H -0.69111 0.57572 -2.28872
H 1.78721 2.32592 1.24249
H 2.92627 1.03986 1.04799
H 1.50495 0.61518 2.02048
H 1.12813 -2.38117 -0.17054
H -0.11603 -2.39127 -1.62498
H 1.26547 -1.49801 -1.84482
H -2.15268 -2.04243 0.83642
H -0.95429 -1.53165 1.99438
H -1.94941 -0.33764 1.30139
*
```

Löwdin population analysis, charges in e, atoms 1 to 5: number 1, C, carries -0.302; number 2, C, carries -0.165; number 3, C, carries -0.328; number 4, C, carries -0.199; number 5, C, carries -0.196

Decreasing stability: <a>, <b>